Molecular formula: C26H50Cl8O10
Method: DFT, ωB97M-V with the def2-TZVPD basis set

Each line ends with the Löwdin charge.
Positions of all 94 atoms, in Å:
O: -1.115 -3.370 -1.906  0.0128
C: -1.052 -2.249 -1.470  -0.3281
C: -0.201 -1.860 -0.339  0.0457
C: -0.213 -0.645 0.219  -0.2380
O: 0.608 -0.387 1.236  0.0466
C: -1.065 0.465 -0.293  -0.2955
O: -1.152 1.558 0.214  0.1214
C: -1.873 0.112 -1.481  0.0770
C: -1.879 -1.108 -2.015  -0.2415
O: -2.723 -1.424 -3.006  0.0735
H: 0.436 -2.597 0.140  0.0701
H: 0.345 0.415 1.748  0.0989
H: -2.537 0.867 -1.878  0.1057
H: -2.764 -2.390 -3.112  0.1253
C: -1.089 -2.343 3.401  -0.1111
O: -0.662 -1.172 4.057  -0.1689
C: -1.603 -0.154 3.914  -0.2290
C: -0.995 1.188 4.246  -0.1763
O: 0.070 1.393 3.328  -0.2249
C: 1.170 2.170 3.791  -0.0934
H: -1.774 -2.878 4.076  0.0934
H: -0.245 -2.997 3.202  0.0487
H: -1.630 -2.122 2.476  0.0820
H: -2.444 -0.350 4.596  0.1365
H: -1.982 -0.101 2.884  0.1221
H: -0.672 1.198 5.292  0.1385
H: -1.757 1.952 4.056  0.1127
H: 1.866 1.529 4.340  0.1054
H: 0.825 2.939 4.485  0.0662
H: 1.634 2.566 2.895  0.0660
C: 4.209 1.368 1.958  -0.1104
O: 4.561 1.083 0.629  -0.1586
C: 3.593 0.275 0.001  -0.2137
C: 3.948 0.026 -1.448  -0.2143
O: 5.292 -0.456 -1.529  -0.1693
C: 5.585 -0.790 -2.839  -0.1431
H: 3.950 0.481 2.547  0.0877
H: 3.409 2.125 1.983  0.0690
H: 5.061 1.842 2.457  0.0923
H: 2.630 0.802 0.010  0.1215
H: 3.515 -0.717 0.465  0.0992
H: 3.862 0.920 -2.076  0.1217
H: 3.310 -0.793 -1.807  0.0866
H: 6.653 -1.002 -2.934  0.0888
H: 5.362 -0.002 -3.564  0.0879
H: 5.085 -1.726 -3.121  0.0898
C: -4.585 4.649 -0.770  -0.1493
O: -5.258 4.333 -1.979  -0.1879
C: -6.134 3.218 -1.907  -0.1909
C: -5.414 1.850 -1.784  -0.2072
O: -5.281 1.186 -3.009  -0.1793
C: -4.374 1.767 -3.903  -0.1112
H: -5.106 4.299 0.125  0.0920
H: -4.423 5.727 -0.717  0.0635
H: -3.563 4.248 -0.745  0.0510
H: -6.715 3.219 -2.830  0.1275
H: -6.839 3.287 -1.058  0.1197
H: -5.934 1.220 -1.064  0.1232
H: -4.425 2.040 -1.330  0.1047
H: -4.055 0.980 -4.593  0.0757
H: -3.481 2.136 -3.387  0.0839
H: -4.810 2.559 -4.521  0.0932
Cl: 1.427 -0.295 -3.877  0.6072
C: -0.100 -0.007 -4.744  -0.6451
C: -0.358 -1.151 -5.687  -0.6650
Cl: -2.052 -1.125 -6.216  0.5808
H: -0.004 0.938 -5.266  0.0760
H: -0.908 0.032 -4.025  0.0247
H: -0.154 -2.114 -5.216  0.0598
H: 0.261 -1.179 -6.583  0.0725
Cl: 3.345 -5.348 -0.330  0.6020
C: 1.728 -5.955 -0.706  -0.6200
C: 0.769 -4.905 -1.231  -0.6278
Cl: 1.466 -3.800 -2.436  0.6210
H: 1.318 -6.398 0.198  0.0762
H: 1.863 -6.745 -1.445  0.0691
H: 0.487 -4.237 -0.417  0.0307
H: -0.120 -5.351 -1.661  0.0784
Cl: 5.548 -4.907 4.124  0.5576
C: 4.365 -3.610 3.797  -0.6575
C: 3.443 -4.116 2.715  -0.6804
Cl: 2.359 -2.806 2.151  0.6419
H: 4.885 -2.700 3.508  0.0674
H: 3.856 -3.379 4.730  0.0699
H: 2.835 -4.944 3.058  0.0726
H: 4.043 -4.429 1.866  -0.0137
Cl: -2.152 5.848 1.113  0.5863
C: -0.988 4.522 1.459  -0.6096
C: -0.173 4.892 2.684  -0.6285
Cl: -1.096 4.942 4.230  0.5582
H: -0.309 4.422 0.626  0.0803
H: -1.573 3.657 1.745  0.0517
H: 0.341 5.839 2.581  0.0719
H: 0.490 4.054 2.899  0.0061

structure (SMILES): O=C1C=C(O)C(=O)C=C1O.COCCOC.COCCOC.COCCOC.ClCCCl.ClCCCl.ClCCCl.ClCCCl
E_HOMO: -9.23 eV
multiplicity: 1
E_tot: -148423.234 eV
energy relative to the best compared isomer or geometry (same formula, charge and spin): 0.00 kcal/mol
HOMO-LUMO gap: 7.6 eV

Molecular formula: C4H12NOS3
Method: DFT, ωB97M-V with the def2-TZVPD basis set

Each line ends with the natural charge from an NBO analysis.
Positions of all 21 atoms, in Å:
C: 1.648 1.342 0.452  -0.6694
C: 1.019 0.705 -0.805  0.2117
O: 1.957 0.352 -1.777  -0.7236
S: -0.289 1.947 -1.338  -0.0756
C: 0.117 -0.679 -0.339  -0.2809
S: -0.486 -1.625 -1.783  0.0369
S: 1.119 -1.766 0.850  -0.0060
C: -1.170 -0.238 0.347  -0.3286
N: -1.874 -1.500 0.729  -0.7169
H: 2.321 2.142 0.217  0.2428
H: 2.142 0.536 0.935  0.2312
H: 0.905 1.705 1.099  0.2128
H: 1.929 1.117 -2.442  0.5098
H: 0.530 2.970 -1.013  0.1567
H: 0.467 -2.656 -1.604  0.1830
H: 2.003 -1.981 -0.058  0.1576
H: -1.852 0.243 -0.368  0.2520
H: -0.944 0.612 1.101  0.2833
H: -1.807 -2.025 -0.221  0.4423
H: -2.807 -1.536 1.190  0.4603
H: -1.229 -2.012 1.199  0.4208

structure (SMILES): C[C@](O)(S)C(S)(S)C[NH3+]
E_HOMO: -13.15 eV
multiplicity: 1
E_tot: -40377.750 eV
net charge: +1
energy relative to the best compared isomer or geometry (same formula, charge and spin): 0.00 kcal/mol
HOMO-LUMO gap: 9.8 eV

Molecular formula: H42O21
Method: DFT, ωB97M-V with the def2-TZVPD basis set

Each line ends with the natural charge from an NBO analysis.
Positions of all 63 atoms, in Å:
O: 10.885 9.090 7.708  -0.9938
H: 11.272 8.895 6.873  0.4983
H: 10.035 8.602 7.840  0.4985
O: 14.544 10.879 12.156  -0.9843
H: 14.366 9.932 12.065  0.5019
H: 13.809 11.326 11.716  0.4971
O: 13.794 5.946 11.385  -1.0002
H: 14.300 5.155 11.402  0.4972
H: 14.364 6.629 11.042  0.5085
O: 7.924 7.300 8.118  -1.0061
H: 6.984 7.569 7.914  0.4865
H: 8.219 7.765 8.937  0.5080
O: 12.802 11.905 8.239  -0.9657
H: 12.378 11.244 7.673  0.4733
H: 13.705 11.499 8.381  0.4856
O: 13.304 8.801 9.307  -0.9820
H: 13.602 7.985 8.855  0.4857
H: 12.548 8.992 8.716  0.5121
O: 15.267 10.040 8.036  -1.0228
H: 14.718 9.427 8.575  0.4933
H: 15.906 10.394 8.708  0.4972
O: 6.556 5.028 11.358  -0.9467
H: 7.200 5.656 11.597  0.4783
H: 6.335 5.207 10.446  0.4682
O: 10.035 5.209 8.305  -1.0047
H: 10.236 5.373 9.234  0.4890
H: 9.210 5.727 8.189  0.4938
O: 15.449 8.776 5.530  -0.9879
H: 15.736 9.241 6.336  0.5121
H: 15.907 7.944 5.496  0.4772
O: 12.570 9.004 5.480  -1.0003
H: 13.529 8.981 5.221  0.5240
H: 12.205 9.425 4.687  0.4740
O: 12.006 5.852 6.004  -0.9780
H: 11.338 5.394 6.550  0.5060
H: 11.538 6.732 5.896  0.4845
O: 16.760 4.497 11.215  -0.9503
H: 17.091 4.348 10.280  0.4772
H: 17.308 5.174 11.542  0.4747
O: 13.898 7.900 13.698  -0.9683
H: 14.662 7.919 14.270  0.4808
H: 13.868 7.036 13.326  0.4846
O: 10.977 6.022 10.757  -0.9946
H: 11.875 6.344 10.832  0.5236
H: 10.779 5.234 11.291  0.5008
O: 16.424 10.297 14.358  -0.9570
H: 16.597 10.699 15.192  0.4642
H: 15.792 10.986 13.958  0.4899
O: 16.607 10.241 10.528  -0.9868
H: 16.269 10.527 11.364  0.5154
H: 17.522 10.351 10.448  0.4804
O: 15.988 7.448 9.876  -0.9815
H: 16.150 8.383 9.762  0.4937
H: 15.796 7.129 9.003  0.4844
O: 14.332 6.191 7.516  -0.9948
H: 13.685 6.034 6.825  0.5137
H: 13.972 5.604 8.202  0.4699
O: 8.652 7.489 10.763  -1.0025
H: 9.612 7.291 10.928  0.5115
H: 8.601 8.353 11.216  0.4914
O: 10.439 8.956 12.484  -0.9814
H: 10.465 9.703 13.105  0.4883
H: 11.349 8.681 12.195  0.4953

E_HOMO: -10.65 eV
multiplicity: 1
E_tot: -43682.014 eV
energy relative to the best compared isomer or geometry (same formula, charge and spin): 87.65 kcal/mol
HOMO-LUMO gap: 10.7 eV